Entry 1:
The following is a quantum chemistry calculation of a structure of composition C22H14BrIrN3O2 at a distorted geometry, from the OMol25 dataset.

## Properties
**Energy relative to the best compared isomer or geometry (same formula, charge and spin)**: 0.00 kcal/mol
**M**: 624.494 g/mol
**E_LUMO**: -0.1922 Eh
**Gap between HOMO and LUMO**: 5.566 eV
**Net charge**: +1

Element x y z (Å)
1 Ir -0.0321 -0.7513 -1.3524
2 O 1.1338 -1.1502 5.2529
3 C -0.0053 -1.2242 4.7816
4 O -1.1441 -1.1628 5.2569
5 C -0.0088 -1.2205 3.2176
6 C -1.2238 -1.2179 2.5281
7 C -1.2101 -1.1668 1.1540
8 N -0.0198 -1.1524 0.5248
9 C 1.1736 -1.1223 1.1453
10 C 1.1991 -1.1701 2.5202
11 C 2.3228 -1.0027 0.2058
12 C 3.6371 -0.9831 0.6208
13 C 4.6417 -0.8610 -0.3305
14 C 4.3083 -0.7815 -1.6699
15 C 2.9721 -0.8071 -2.0259
16 N 2.0015 -0.9125 -1.1186
17 C -2.3694 -1.0656 0.2249
18 C -3.6808 -1.0761 0.6490
19 C -4.6939 -0.9559 -0.2937
20 C -4.3718 -0.8472 -1.6340
21 C -3.0380 -0.8438 -2.0001
22 N -2.0597 -0.9471 -1.1003
23 H -2.1242 -1.2353 3.1312
24 H 2.1043 -1.1535 3.1160
25 H 3.8737 -1.0623 1.6722
26 H 5.6775 -0.8304 -0.0214
27 H 5.0653 -0.6949 -2.4354
28 H 2.6591 -0.7548 -3.0605
29 H -3.9088 -1.1767 1.7005
30 H -5.7279 -0.9485 0.0230
31 H -5.1356 -0.7598 -2.3924
32 H -2.7324 -0.7671 -3.0352
33 Br 0.1368 5.8443 -1.6072
34 C 0.0858 3.9659 -1.4703
35 C 0.4151 3.1923 -2.5725
36 C 0.3952 1.8079 -2.4601
37 C 0.0130 1.2171 -1.2612
38 C -0.3138 1.9912 -0.1584
39 C -0.2719 3.3747 -0.2671
40 H 0.7006 3.6609 -3.5039
41 H 0.6788 1.2117 -3.3266
42 H -0.6024 1.5479 0.7873
43 H -0.5205 3.9914 0.5856

Charge distribution, natural (NBO) scheme, values in e: 0.950 -0.693 0.727 -0.694 0.031 -0.209 0.226 -0.390 0.235 -0.208 0.158 -0.188 -0.105 -0.227 0.089 -0.461 0.159 -0.190 -0.104 -0.224 0.081 -0.461 0.284 0.283 0.257 0.251 0.254 0.220 0.258 0.251 0.255 0.224 0.116 -0.096 -0.195 -0.323 0.016 -0.289 -0.199 0.244 0.215 0.227 0.248

***

Entry 2:
The following is a quantum chemistry calculation of a structure of composition C22H14BrKN8O2S at a distorted geometry, from the OMol25 dataset.

## Properties
**Energy relative to the best compared isomer or geometry (same formula, charge and spin)**: 20.28 kcal/mol
**M**: 573.477 g/mol
**E_LUMO**: -0.0310 Eh
**Gap between HOMO and LUMO**: 7.294 eV
**Net charge**: 0

Element x y z (Å)
1 K -0.6220 2.2415 -2.0364
2 Br -1.4202 4.3207 1.4947
3 C -3.1144 3.6632 0.9664
4 C -4.1473 3.6908 1.8543
5 C -5.4042 3.2426 1.2666
6 C -5.4164 2.6706 -0.0040
7 C -4.2163 2.5941 -0.7192
8 N -3.0839 3.1872 -0.2308
9 C -3.9756 1.8336 -2.1626
10 O -2.9536 2.2671 -2.7606
11 O -4.7246 0.9399 -2.4741
12 H -3.9192 3.7220 2.9422
13 H -6.2989 3.1639 1.9193
14 H -6.3421 2.2109 -0.4847
15 S 1.7624 -5.4164 0.0661
16 N 1.8664 -4.6589 -1.3419
17 C 1.3955 -3.4421 -1.1410
18 C 1.4056 -2.3851 -2.1116
19 C 2.3079 -2.4229 -3.1579
20 C 2.4726 -1.3067 -3.9677
21 C 1.6333 -0.1958 -3.7181
22 N 0.7273 -0.1965 -2.7695
23 C 0.6530 -1.2182 -1.8840
24 C -0.0090 -1.0376 -0.5859
25 N -0.7397 0.1079 -0.3756
26 C -1.1646 0.3800 0.8671
27 C -0.8046 -0.3464 1.9881
28 C -0.1526 -1.5465 1.7811
29 C 0.2231 -1.9134 0.4757
30 C 0.9117 -3.1810 0.1977
31 N 1.0024 -4.2595 0.9484
32 H 2.8844 -3.3029 -3.2453
33 H 3.1584 -1.2644 -4.7717
34 H 1.6757 0.7433 -4.2976
35 H -1.7519 1.2804 0.9324
36 H -1.1172 -0.0269 2.9604
37 H 0.2109 -2.2033 2.5822
38 N 3.0580 -0.6464 3.8838
39 C 3.1601 -0.3586 2.5443
40 C 3.6596 -1.1561 1.5448
41 N 3.5558 -0.8939 0.2893
42 C 3.0212 0.2670 -0.1132
43 C 2.5937 1.1556 0.8825
44 N 2.6124 0.8454 2.1693
45 H 3.4706 -1.5100 4.1557
46 H 2.8859 0.0397 4.5706
47 H 4.0824 -2.0842 1.6976
48 H 2.9270 0.3525 -1.1823
49 H 2.0609 2.0539 0.5552

Charge distribution, natural (NBO) scheme, values in e: 0.957 -0.002 0.146 -0.313 -0.146 -0.263 0.135 -0.493 0.769 -0.839 -0.678 0.242 0.222 0.253 0.897 -0.612 0.192 -0.128 -0.122 -0.241 0.050 -0.473 0.257 0.167 -0.451 0.068 -0.245 -0.116 -0.102 0.115 -0.589 0.235 0.227 0.197 0.212 0.232 0.238 -0.791 0.344 -0.073 -0.366 -0.079 0.022 -0.435 0.387 0.411 0.189 0.204 0.191